170
Properties=species:S:1:pos:R:3 method="wB97M-V/def2-TZVPD" homo_lumo_gap_ev=6.56 lumo_ha=0.13846 charge=-2
Sc -0.09701 0.14321 0.33409
C -7.08072 2.97441 0.84889
C -6.49155 2.35825 -0.42725
C -7.53066 1.41951 -1.05765
C -6.20261 3.48383 -1.42446
C -5.22341 1.58376 -0.07851
C -3.96020 2.07681 -0.36511
C -2.83268 1.34063 -0.05908
N -1.49684 1.87695 -0.27678
C -1.29654 2.26489 -1.65975
C -1.58682 3.52435 -2.14073
C -1.49239 3.78663 -3.50240
C -1.22295 2.69868 -4.31976
C -0.94273 1.40638 -3.86886
C -0.82710 1.20526 -2.46826
O -0.34584 0.14413 -1.84530
C -0.97298 0.30932 -4.94584
C -0.15816 0.68010 -6.20161
C -0.50035 -1.04552 -4.43184
C -2.44327 0.13975 -5.37210
C -1.68278 5.18462 -4.08493
C -2.64049 5.14200 -5.28423
C -0.31858 5.71450 -4.55060
C -2.25239 6.16076 -3.05292
C -2.91897 0.05438 0.49053
O -1.81967 -0.68590 0.59622
C -4.18053 -0.40134 0.91838
C -5.29561 0.36318 0.59508
C -4.27621 -1.72207 1.68297
C -3.87850 -2.88195 0.75929
C -3.33856 -1.68367 2.90012
C -5.69370 -1.99186 2.19940
H -7.98076 3.55326 0.62096
H -6.35188 3.63440 1.32018
H -7.34385 2.19703 1.56791
H -8.39387 1.99091 -1.40882
H -7.89015 0.67888 -0.34349
H -7.09909 0.88717 -1.90643
H -7.14224 3.92180 -1.76925
H -5.65569 3.11288 -2.29255
H -5.61182 4.27937 -0.96914
H -3.81913 3.05127 -0.80812
H -1.88813 4.28972 -1.44565
H -1.24575 2.84882 -5.39183
H 0.81472 1.09577 -5.94773
H -0.67855 1.40617 -6.82739
H 0.00381 -0.21443 -6.80847
H 0.55670 -1.03591 -4.17118
H -0.65865 -1.80853 -5.20032
H -1.06182 -1.32307 -3.54285
H -2.85630 1.08128 -5.73619
H -3.04708 -0.18747 -4.52413
H -2.52354 -0.60852 -6.16705
H -2.20893 4.60345 -6.12942
H -2.86807 6.15736 -5.61931
H -3.57556 4.65012 -5.01057
H 0.14287 5.02206 -5.25751
H 0.35313 5.82896 -3.69858
H -0.42750 6.68845 -5.03649
H -3.23366 5.83269 -2.70187
H -2.36883 7.14604 -3.51169
H -1.60377 6.27357 -2.18430
H -6.26953 0.00246 0.89193
H -2.87317 -2.73068 0.36974
H -4.57501 -2.95354 -0.07987
H -3.89634 -3.82910 1.30695
H -2.29143 -1.68546 2.59652
H -3.51690 -2.55895 3.53214
H -3.52578 -0.78625 3.49420
H -6.40544 -2.13826 1.38451
H -6.05025 -1.17545 2.82991
H -5.68456 -2.90432 2.79987
C 3.74844 2.06735 -0.23513
C 2.41790 2.71805 -0.07855
N 1.25684 2.15091 0.21745
C 0.35308 3.19781 0.38086
C 0.97553 4.38702 0.12840
N 2.27204 4.04874 -0.15237
C 0.61866 5.85469 0.04100
O -0.57948 6.16009 0.25599
O 1.56804 6.59584 -0.25635
C -1.09051 2.89827 0.74705
O -1.91150 3.99926 0.76555
O -1.26304 2.30817 1.99675
H 4.51030 2.83018 -0.39770
H 4.00501 1.50769 0.66275
H 3.76516 1.37632 -1.07267
H 2.95214 4.76868 -0.35054
H -1.40908 4.86313 0.61486
C 3.66380 -3.57086 -0.35457
Sb 2.68212 -1.63583 -0.49939
C 1.14466 -1.93810 0.95396
C 0.41780 -3.21812 1.04832
C 0.55279 -4.32846 0.19044
C -0.22402 -5.45393 0.36724
C -1.12100 -5.51426 1.42394
C -1.14768 -4.41883 2.27216
N -0.42159 -3.32749 2.10098
Si 1.89339 -1.61328 2.64624
C 3.08704 -3.04224 3.04541
C 3.01358 -0.09188 2.59094
C 0.79672 -1.55557 4.16369
C 3.90038 -2.21396 -3.34020
C 2.59140 -2.75740 -3.28926
C 2.10866 -3.77896 -4.15471
C 0.81318 -4.21360 -4.10153
C -0.08251 -3.64371 -3.18905
C 0.40569 -2.69917 -2.33078
N 1.69741 -2.31622 -2.33068
Si 4.08662 -0.45927 -3.89392
C 5.76711 0.26561 -3.40751
C 2.77161 0.80406 -3.43802
C 4.06522 -0.44970 -5.79396
Si 5.32344 -3.34481 -3.61067
C 6.75079 -2.94219 -2.43478
C 4.90943 -5.16882 -3.25381
C 6.13883 -3.33191 -5.32442
H 3.25153 -4.11891 0.48741
H 4.72885 -3.40926 -0.19478
H 3.53226 -4.13132 -1.27450
H 1.28684 -4.32765 -0.59714
H -0.11851 -6.28946 -0.31717
H -1.75757 -6.37226 1.59252
H -1.79949 -4.41340 3.14202
H 3.94181 -3.04875 2.36694
H 2.58408 -4.00832 2.95883
H 3.46870 -2.95407 4.06601
H 3.95440 -0.31480 2.08002
H 3.25954 0.22650 3.60334
H 2.52585 0.74720 2.09372
H 0.35176 -2.53488 4.32713
H -0.01101 -0.83347 4.07269
H 1.40643 -1.29238 5.02814
H 2.78210 -4.14597 -4.91703
H 0.47095 -4.97121 -4.79752
H -1.12279 -3.92818 -3.14713
H -0.23346 -2.21400 -1.60335
H 5.96887 0.15035 -2.34140
H 5.78557 1.33199 -3.64397
H 6.58077 -0.21017 -3.95745
H 3.22986 1.77377 -3.23724
H 2.13876 0.54541 -2.59282
H 2.09542 0.94347 -4.27579
H 4.04090 0.56528 -6.19954
H 4.93460 -0.96092 -6.20620
H 3.17417 -0.97282 -6.15046
H 6.41283 -2.97043 -1.39763
H 7.16578 -1.95368 -2.61928
H 7.55661 -3.67213 -2.55012
H 5.46074 -5.50629 -2.37464
H 5.19167 -5.80848 -4.09280
H 3.85168 -5.33481 -3.05766
H 6.53836 -2.34446 -5.55926
H 5.43419 -3.59875 -6.11481
H 6.96952 -4.04231 -5.35068
C 1.86613 3.51555 3.38756
Ge 0.47253 2.23009 3.93156
C -0.97071 3.33670 4.70114
C 1.25400 1.39332 5.55658
C -0.35525 1.20117 2.43243
H 2.12521 4.13894 4.24600
H 1.48791 4.16291 2.60271
H 2.77235 3.02409 3.03002
H -0.62774 3.87448 5.58752
H -1.82144 2.71017 4.97445
H -1.31178 4.04677 3.95037
H 1.52805 2.21636 6.21999
H 2.14184 0.79764 5.36480
H 0.52113 0.76830 6.06632
H -1.06646 0.53555 2.94663

76
Properties=species:S:1:pos:R:3 method="wB97M-V/def2-TZVPD" homo_lumo_gap_ev=8.37 lumo_ha=-0.09448 charge=+1
Be -13.74404 12.39511 17.98871
B -11.39607 13.09127 20.10675
F -10.19745 13.01378 19.40898
F -11.25885 13.11687 21.49965
F -12.22320 14.13599 19.72376
F -12.19421 11.97365 19.85629
C -14.04888 10.69477 21.94025
S -15.09895 12.13205 21.55006
O -14.59087 12.79902 20.32007
C -14.47293 13.20111 22.91375
H -13.98331 10.09172 21.03464
H -14.53323 10.12745 22.73501
H -13.05028 10.89815 22.32697
H -14.35906 12.66849 23.85792
H -15.22638 13.89777 23.28130
H -13.50463 13.63319 22.66119
C -9.31945 10.85610 15.48184
S -10.39182 10.95216 17.00982
O -11.76089 11.38201 16.60575
C -10.60138 9.14085 17.42045
H -9.90445 10.24316 14.79615
H -8.44304 10.30272 15.81913
H -9.05995 11.76271 14.93521
H -9.65860 8.64708 17.65599
H -11.25175 8.68088 16.67645
H -11.22739 9.35243 18.28730
C -18.00550 13.80654 17.64555
S -17.54984 12.00898 17.59433
O -16.06855 11.87506 17.98270
C -18.24924 11.63418 19.24405
H -17.76790 14.41968 16.77623
H -17.71598 14.29342 18.57680
H -19.09485 13.84326 17.63587
H -17.46458 11.71426 19.99639
H -18.59392 10.60143 19.29619
H -19.19773 12.10247 19.50703
C -15.76152 8.31071 20.20189
S -15.14313 8.95692 18.60644
O -14.10207 10.02071 18.83922
C -14.37657 7.45977 17.99924
H -16.12017 9.15613 20.78904
H -15.00649 7.83888 20.83070
H -16.56354 7.59743 20.01184
H -13.72815 7.19784 18.83533
H -13.77203 7.54162 17.09595
H -15.15906 6.70410 17.93018
C -15.29867 16.91005 16.33570
S -15.60175 16.00587 17.90912
O -15.32468 14.48910 17.69254
C -14.06628 16.61579 18.71143
H -15.17292 17.96849 16.56373
H -16.20842 16.74714 15.75785
H -14.54990 16.49199 15.66289
H -13.11479 16.39862 18.22601
H -14.02925 16.10951 19.67601
H -14.16791 17.68414 18.90223
C -11.47970 16.42821 15.75753
S -11.57675 14.59888 15.91365
O -12.89442 14.10956 16.46251
C -11.72741 14.20081 14.06536
H -10.54055 16.64346 15.24786
H -11.46098 16.99114 16.69072
H -12.27956 16.83501 15.13878
H -12.64708 14.53005 13.58173
H -11.86035 13.12212 13.98263
H -10.82756 14.50841 13.53268
C -16.10349 13.63288 14.40307
S -15.13257 12.04351 14.32327
O -14.64289 11.81305 15.75784
C -16.51474 10.87778 13.88528
H -17.15095 13.41702 14.19250
H -15.89312 14.26716 13.54193
H -16.04069 14.17000 15.34946
H -16.88665 10.99205 12.86708
H -17.39256 10.91395 14.53043
H -16.13155 9.85785 13.91703

10
Properties=species:S:1:pos:R:3 method="wB97M-V/def2-TZVPD" smiles=Oc1cn[nH]c1 homo_lumo_gap_ev=9.50 lumo_ha=0.02606
O -1.49238 1.05089 1.19170
C -0.48690 0.37290 0.57209
C 0.53971 -0.40163 1.23810
N 1.38601 -0.84420 0.25052
N 0.88312 -0.48809 -0.91129
C -0.20603 0.32237 -0.77071
H -2.05260 1.46896 0.52300
H 0.68026 -1.56012 1.28252
H 1.41069 -0.70215 -1.74003
H -0.66188 0.78107 -1.63590